The following is a DFT calculation (ωB97M-V/def2-TZVPD) of an isolated ion of composition C3H8NO2 and charge -1 in a non-equilibrium geometry.

Values from the calculation:
Frontier orbital gap (Ha): 0.2420
SMILES: [O-]CNCCO
Relative energy (zero: lowest compared OMol25 entry of this formula, charge and spin) (kJ/mol): 350.8
HOMO (eV): -2.51

```
! RIJCOSX wB97M-V def2-TZVPD def2/J DEFGRID3
* xyz -1 1
O -1.18 -1.50 1.36
C -0.09 -1.81 0.73
N 0.64 -0.57 0.33
C -0.39 0.48 0.21
C -0.20 1.43 -1.10
O 1.10 1.80 -1.48
H -0.27 -2.41 -0.28
H 0.55 -2.46 1.32
H 1.21 -0.32 1.16
H -1.39 0.15 0.09
H -0.35 1.25 1.03
H -0.60 0.90 -1.95
H -0.55 2.47 -0.90
H 1.69 1.38 -0.84
*
```

---

The following is a DFT calculation (ωB97M-V/def2-TZVPD) of a 2-piece molecular cluster, C4H13NOS overall.

Values from the calculation:
Frontier orbital gap (Ha): 0.3492
SMILES: CNCCCS.O
Relative energy (zero: lowest compared OMol25 entry of this formula, charge and spin) (kJ/mol): 73.8
HOMO (eV): -8.72

```
! RIJCOSX wB97M-V def2-TZVPD def2/J DEFGRID3
* xyz 0 1
C -1.06 0.44 -2.42
N -0.65 0.32 -1.03
C -1.45 -0.53 -0.16
C -0.59 -1.26 0.85
C 0.47 -0.40 1.53
S -0.21 1.07 2.35
H -2.10 0.76 -2.55
H -0.39 1.14 -2.92
H -0.99 -0.52 -2.94
H -0.68 1.25 -0.63
H -2.24 0.04 0.34
H -1.96 -1.29 -0.77
H -1.21 -1.67 1.66
H -0.08 -2.12 0.39
H 1.08 -1.01 2.18
H 1.14 0.02 0.77
H -1.26 0.46 2.91
O 2.98 -0.56 -2.62
H 3.15 -0.51 -1.67
H 3.60 -1.20 -2.99
*
```

---

The following is a DFT calculation (ωB97M-V/def2-TZVPD) of an isolated ion of composition C6H8NOS and charge +1 in a non-equilibrium geometry.

Values from the calculation:
Frontier orbital gap (Ha): 0.3645
Relative energy (zero: lowest compared OMol25 entry of this formula, charge and spin) (kJ/mol): 104.7
HOMO (eV): -14.06

```
! RIJCOSX wB97M-V def2-TZVPD def2/J DEFGRID3
* xyz 1 1
C 1.49 -0.10 1.29
C 2.73 -0.60 1.18
C 1.75 0.10 -0.86
C -1.37 -0.29 -0.76
C -2.78 -0.28 -0.59
C -0.46 0.80 0.13
N 0.95 0.28 0.15
O -0.71 -0.93 -1.53
S 3.28 -0.48 -0.46
H 1.05 0.11 2.29
H 3.36 -0.69 1.99
H 1.38 0.58 -1.69
H -3.04 -1.32 -0.54
H -3.27 0.26 0.17
H -3.19 0.02 -1.46
H -0.75 0.77 1.11
H -0.43 1.76 -0.42
*
```

---

The following is a DFT calculation (ωB97M-V/def2-TZVPD) of one molecule with the formula CH2Cl2O2P2 in a non-equilibrium geometry.

Values from the calculation:
Frontier orbital gap (Ha): 0.3213
SMILES: O=PCP(=O)(Cl)Cl
Relative energy (zero: lowest compared OMol25 entry of this formula, charge and spin) (kJ/mol): 76.6
HOMO (eV): -9.87

```
! RIJCOSX wB97M-V def2-TZVPD def2/J DEFGRID3
* xyz 0 1
O -0.02 2.31 0.48
P -1.30 1.72 0.11
C -0.91 -0.13 -0.21
P 0.88 -0.41 0.28
O 1.34 -0.20 1.70
Cl 1.99 0.31 -1.04
Cl 0.69 -2.43 -0.08
H -1.03 -0.25 -1.37
H -1.66 -0.92 0.12
*
```

---

The following is a DFT calculation (ωB97M-V/def2-TZVPD) of a 8-piece molecular cluster, C41H51F9N10O overall in a non-equilibrium geometry.

Values from the calculation:
Frontier orbital gap (Ha): 0.2943
SMILES: [H]/N=C(/C)C[C@@H]1NC(=O)[C@@H](C(F)(F)C(F)(F)C(F)(F)C(F)(F)F)[C@@H]1CNC.c1cc[nH]c1.c1cc[nH]c1.c1cc[nH]c1.c1cc[nH]c1.c1cc[nH]c1.c1cc[nH]c1.c1cc[nH]c1
HOMO (eV): -8.03

```
! RIJCOSX wB97M-V def2-TZVPD def2/J DEFGRID3
* xyz 0 1
H 0.43 -5.08 -0.06
N -0.21 -5.50 0.63
C -0.36 -4.63 1.62
C -1.36 -5.09 2.79
C 0.39 -3.20 1.60
C 1.50 -3.09 2.74
N 0.72 -3.05 4.02
C 1.16 -1.87 4.80
O 1.18 -1.78 6.04
C 1.59 -0.83 3.65
C 2.14 0.61 4.05
F 2.50 0.71 5.42
F 3.34 0.97 3.34
C 1.04 1.69 3.61
F 0.72 1.59 2.22
F 1.67 2.97 3.74
C -0.28 1.73 4.50
F -0.34 0.77 5.52
F -0.33 3.00 5.15
C -1.65 1.63 3.67
F -2.72 1.72 4.61
F -1.83 0.38 3.04
F -1.84 2.72 2.80
C 2.50 -1.83 2.78
C 3.07 -1.37 1.36
N 4.48 -1.90 1.28
C 5.42 -1.06 2.07
H -2.22 -5.71 2.39
H -1.77 -4.13 3.27
H -0.84 -5.74 3.58
H -0.35 -2.32 1.69
H 0.83 -3.12 0.54
H 2.20 -3.97 2.54
H -0.25 -2.75 3.80
H 0.63 -0.77 3.02
H 3.31 -2.12 3.54
H 2.52 -1.84 0.47
H 3.03 -0.24 1.18
H 4.77 -2.02 0.31
H 5.09 -0.88 3.15
H 5.67 -0.08 1.51
H 6.40 -1.66 2.15
C -2.69 -1.82 -2.14
C -3.11 -1.41 -0.85
C -2.12 -0.60 -0.34
N -1.12 -0.51 -1.27
C -1.46 -1.25 -2.37
H -3.22 -2.46 -2.82
H -4.03 -1.68 -0.35
H -2.05 -0.09 0.61
H -0.27 0.01 -1.16
H -0.80 -1.30 -3.22
C 2.57 2.92 -2.33
C 1.27 3.45 -2.15
C 0.97 3.35 -0.81
N 2.05 2.78 -0.18
C 3.03 2.52 -1.10
H 3.11 2.85 -3.26
H 0.61 3.85 -2.91
H 0.09 3.63 -0.25
H 2.11 2.58 0.80
H 3.96 2.08 -0.80
C -5.31 -1.92 -7.36
C -4.76 -3.22 -7.37
C -3.89 -3.31 -6.31
N -3.88 -2.10 -5.67
C -4.75 -1.25 -6.30
H -6.03 -1.51 -8.06
H -4.98 -4.02 -8.07
H -3.27 -4.12 -5.96
H -3.33 -1.87 -4.86
H -4.89 -0.24 -5.94
C -1.10 1.87 10.31
C -1.85 2.40 9.23
C -1.62 1.59 8.14
N -0.76 0.60 8.53
C -0.44 0.76 9.85
H -1.05 2.27 11.31
H -2.48 3.28 9.24
H -2.00 1.63 7.13
H -0.42 -0.14 7.93
H 0.22 0.07 10.35
C 3.34 1.91 -7.70
C 2.16 2.50 -8.23
C 1.61 3.27 -7.24
N 2.40 3.17 -6.13
C 3.46 2.34 -6.40
H 4.02 1.24 -8.21
H 1.77 2.37 -9.23
H 0.72 3.88 -7.24
H 2.23 3.63 -5.25
H 4.21 2.14 -5.65
C -1.16 -5.83 -10.29
C -1.65 -4.75 -11.07
C -2.23 -3.86 -10.21
N -2.12 -4.36 -8.94
C -1.46 -5.56 -8.98
H -0.64 -6.71 -10.65
H -1.58 -4.64 -12.14
H -2.72 -2.91 -10.39
H -2.47 -3.91 -8.10
H -1.27 -6.11 -8.08
C -1.27 6.30 4.96
C -1.23 7.70 5.18
C 0.09 8.06 5.26
N 0.85 6.94 5.10
C 0.03 5.85 4.92
H -2.15 5.68 4.85
H -2.07 8.36 5.27
H 0.56 9.03 5.41
H 1.86 6.91 5.12
H 0.44 4.87 4.77
*
```

---

The following is a DFT calculation (ωB97M-V/def2-TZVPD) of C16H29AlF5N6OS2SiTe as an isolated structure.

Values from the calculation:
Frontier orbital gap (Ha): 0.3004
Relative energy (zero: lowest compared OMol25 entry of this formula, charge and spin) (kJ/mol): 86.5
HOMO (eV): -11.39

```
! RIJCOSX wB97M-V def2-TZVPD def2/J DEFGRID3
* xyz 1 1
Al -0.81 -0.24 -0.06
C 4.91 4.07 0.16
N 3.87 3.23 -0.40
C 3.92 2.68 -1.59
N 5.02 2.84 -2.35
S 2.68 1.70 -2.32
H 4.68 4.24 1.21
H 4.97 5.03 -0.35
H 5.88 3.57 0.11
H 3.00 3.09 0.10
H 5.79 3.41 -2.05
H 5.02 2.47 -3.28
C -5.35 2.05 -1.45
N -4.15 2.22 -0.62
C -3.81 3.56 -0.12
C -3.37 1.22 -0.39
N -2.65 0.33 -0.19
H -6.22 2.38 -0.88
H -5.48 1.01 -1.72
H -5.26 2.65 -2.35
H -4.66 3.95 0.43
H -3.58 4.20 -0.97
H -2.93 3.50 0.51
F 1.50 2.04 0.15
Te 0.35 2.30 -1.41
F -1.42 2.83 -1.95
F 0.43 2.55 -3.29
F -0.76 2.40 0.19
F 0.79 4.08 -1.18
O -0.10 0.51 -1.51
C -0.32 -1.17 4.64
Si -0.44 -1.73 2.86
C 0.83 -3.06 2.53
C -2.17 -2.43 2.60
C -0.15 -0.24 1.75
H -0.34 -2.01 5.34
H -1.15 -0.51 4.89
H 0.61 -0.61 4.81
H 0.64 -3.95 3.14
H 1.83 -2.70 2.79
H 0.85 -3.37 1.48
H -2.54 -2.89 3.52
H -2.20 -3.19 1.82
H -2.87 -1.63 2.34
H 0.91 0.01 1.81
H -0.67 0.60 2.24
N -3.14 -2.64 -0.77
C -1.85 -2.91 -0.99
N -0.86 -2.06 -0.79
C 0.38 -2.64 -1.15
C 1.63 -2.04 -1.05
C 2.75 -2.76 -1.43
C 2.63 -4.07 -1.90
C 1.40 -4.68 -2.00
C 0.28 -3.95 -1.61
S -1.39 -4.46 -1.61
H -3.38 -1.80 -0.26
H -3.82 -3.37 -0.83
H 1.74 -1.02 -0.68
H 3.72 -2.30 -1.36
H 3.52 -4.61 -2.20
H 1.30 -5.69 -2.37
*
```